Formula: C7H12N7
Source: OMol25
Level of theory: ωB97M-V/def2-TZVPD

Element x y z (Å)
C 2.501 1.030 2.321
C 1.302 -0.395 1.146
C 1.495 1.181 -1.958
C -0.134 -0.170 -0.774
C -2.264 -1.585 -1.087
C -2.133 0.477 0.377
C -1.591 -0.180 -0.937
N 1.662 0.923 1.177
N 2.618 -0.120 2.887
N 1.775 1.893 -0.935
N 1.308 1.832 0.274
N 1.870 -0.961 2.176
N 0.646 0.056 -1.933
N 0.335 -0.856 0.352
H 3.158 1.773 2.489
H 1.763 1.652 -2.942
H -2.242 -2.145 -0.168
H -1.764 -2.100 -1.890
H -3.333 -1.354 -1.539
H -3.206 0.488 0.507
H -1.598 1.468 0.446
H -1.767 -0.092 1.314
H -1.982 0.505 -1.658
H 1.838 -1.878 2.414
H 0.229 -0.083 -2.837
H -0.490 -1.359 0.779

Computed properties:
E_LUMO (spin up / spin down) = -4.4 / -4.0 eV
charge = +1
frontier orbital gap (spin up / spin down) = 7.22 / 8.38 eV

=====

Formula: C35H43Br33O24
Source: OMol25
Level of theory: ωB97M-V/def2-TZVPD

Element x y z (Å)
C -0.828 -1.009 -5.267
C -2.165 -1.227 -4.516
O -1.824 -0.779 -3.189
C -1.007 0.257 -3.365
O -0.788 1.079 -2.510
O -0.398 0.264 -4.611
H -0.953 -0.808 -6.341
H -0.035 -1.737 -4.997
H -2.623 -2.183 -4.408
H -2.931 -0.567 -4.963
C 3.905 1.965 -1.504
C 2.418 1.667 -1.364
O 1.812 2.647 -2.219
C 2.757 3.619 -2.487
O 2.451 4.680 -2.926
O 3.988 3.171 -2.288
H 4.414 1.219 -2.058
H 4.439 2.195 -0.579
H 2.085 1.740 -0.383
H 2.259 0.609 -1.739
C 1.999 0.726 5.787
C 2.340 1.735 4.696
O 1.299 2.732 4.846
C 0.857 2.648 6.144
O 0.251 3.542 6.614
O 1.220 1.506 6.723
H 2.925 0.518 6.360
H 1.437 -0.124 5.411
H 2.273 1.284 3.731
H 3.332 2.178 4.819
C 5.179 0.086 -6.594
C 5.279 1.124 -5.445
O 4.643 0.409 -4.361
C 3.702 -0.436 -4.884
O 2.809 -0.837 -4.259
O 3.959 -0.694 -6.228
H 5.950 -0.693 -6.595
H 5.009 0.523 -7.642
H 4.775 2.018 -5.639
H 6.342 1.299 -5.128
C -5.151 -3.030 -0.534
C -4.757 -2.115 -1.651
O -4.646 -2.957 -2.824
C -4.553 -4.233 -2.375
O -4.266 -5.142 -3.047
O -4.863 -4.333 -1.022
H -6.210 -3.016 -0.376
H -4.661 -2.884 0.453
H -3.759 -1.635 -1.467
H -5.489 -1.380 -1.873
C -0.955 5.523 -1.670
C 0.467 5.926 -1.214
O 0.847 4.845 -0.379
C 0.005 3.868 -0.452
O 0.013 2.872 0.178
O -1.028 4.157 -1.291
H -1.070 5.626 -2.755
H -1.770 5.997 -1.149
H 0.434 6.819 -0.539
H 1.287 6.046 -1.957
C -0.278 5.404 3.988
C -1.118 4.152 4.090
O -2.060 4.350 3.006
C -1.560 5.171 2.158
O -2.029 5.311 1.049
O -0.515 5.898 2.663
H 0.800 5.213 4.085
H -0.449 6.231 4.657
H -1.714 3.841 4.919
H -0.502 3.277 3.791
C -2.904 2.412 0.953
C -4.288 2.793 1.441
O -5.119 1.663 1.191
C -4.388 0.774 0.526
O -4.763 -0.342 0.230
O -3.176 1.231 0.280
H -2.265 2.090 1.742
H -2.438 3.032 0.206
H -4.718 3.637 0.917
H -4.366 2.890 2.541
C -4.088 -0.265 5.433
Br -4.206 -1.578 3.893
Br -3.437 1.461 4.883
Br -3.205 -0.961 7.040
H -5.076 -0.160 5.712
C 5.061 -3.682 -3.175
Br 5.371 -5.598 -3.320
Br 6.689 -2.709 -3.345
Br 3.843 -3.267 -1.744
H 4.520 -3.518 -4.077
C -3.032 -6.387 5.132
Br -2.328 -5.820 3.391
Br -3.825 -8.179 4.993
Br -4.151 -5.162 6.117
H -2.120 -6.538 5.729
C -0.601 -0.898 1.090
Br -1.780 -2.430 1.149
Br 1.043 -1.378 0.325
Br -0.506 0.043 2.767
H -0.984 -0.164 0.390
C 5.508 0.527 2.052
Br 3.783 -0.111 1.400
Br 6.808 0.578 0.739
Br 5.888 -0.390 3.736
H 5.304 1.532 2.337
C 3.819 4.928 1.861
Br 4.901 4.972 3.459
Br 4.830 5.031 0.233
Br 2.490 6.323 1.966
H 3.323 3.932 1.772
C 0.510 -4.855 -3.757
Br -0.946 -5.649 -4.641
Br -0.043 -3.516 -2.580
Br 2.004 -4.365 -4.948
H 0.876 -5.587 -3.040
C -3.376 3.059 -3.643
Br -4.614 1.603 -3.338
Br -4.196 4.793 -3.309
Br -2.736 3.022 -5.523
H -2.589 2.887 -2.916
C 1.685 -6.771 0.702
Br 1.267 -7.519 -0.995
Br 1.262 -4.894 0.720
Br 3.461 -7.018 1.285
H 1.037 -7.275 1.394
C 0.748 -3.532 4.327
Br 2.189 -2.286 3.967
Br -0.665 -2.778 5.461
Br 1.374 -5.156 5.098
H 0.350 -3.711 3.338
C -3.218 -7.285 -1.017
Br -1.863 -6.245 -0.185
Br -4.773 -7.771 0.130
Br -2.567 -8.902 -1.797
H -3.603 -6.712 -1.800

Computed properties:
E_LUMO = -0.6 eV
frontier orbital gap = 9.21 eV

=====

Formula: C27H20IrN4O2S4
Source: OMol25
Level of theory: ωB97M-V/def2-TZVPD

Element x y z (Å)
Ir 0.692 0.331 2.667
C 0.579 3.384 0.986
C 1.930 2.736 1.015
C 2.963 3.267 0.208
C 4.223 2.764 0.292
C 4.515 1.771 1.253
C 5.823 1.284 1.471
C 6.039 0.380 2.476
C 4.986 -0.060 3.292
C 3.687 0.371 3.099
S 2.390 -0.089 4.154
C 3.442 1.287 2.029
N 2.152 1.725 1.831
H 0.490 4.048 0.127
H 0.445 3.969 1.899
H -0.226 2.658 0.965
H 2.720 4.061 -0.485
H 5.017 3.138 -0.345
H 6.631 1.643 0.847
H 7.039 0.002 2.656
H 5.183 -0.759 4.095
C -5.913 -3.761 -1.187
O -4.516 -3.953 -1.244
C -3.794 -3.079 -1.997
C -2.409 -3.251 -1.966
C -1.584 -2.403 -2.671
C -2.131 -1.369 -3.436
C -3.506 -1.242 -3.510
C -4.347 -2.073 -2.777
N -1.361 -0.487 -4.271
N -0.301 0.037 -3.891
C 0.164 -0.083 -2.544
C 1.462 -0.500 -2.367
C 2.005 -0.785 -1.108
C 1.250 -0.585 0.044
O 1.606 -0.937 1.234
C -0.038 0.058 -0.137
N -0.659 0.453 1.011
C -1.886 0.919 0.973
C -2.545 1.129 -0.250
C -1.903 0.848 -1.424
C -0.615 0.264 -1.402
H -6.297 -4.522 -0.514
H -6.375 -3.884 -2.172
H -6.162 -2.772 -0.792
H -2.000 -4.049 -1.361
H -0.512 -2.536 -2.618
H -3.922 -0.468 -4.142
H -5.416 -1.928 -2.833
H 2.056 -0.678 -3.257
H 3.004 -1.188 -1.013
H -2.330 1.190 1.923
H -3.539 1.554 -0.247
H -2.377 1.072 -2.370
S -2.900 0.270 5.450
C -1.541 0.272 4.514
S -0.552 1.648 4.122
S -0.838 -1.090 3.698

Computed properties:
E_LUMO = 2.2 eV
charge = -1
frontier orbital gap = 6.37 eV

=====

The records above give, respectively, energy above the lowest of the compared OMol25 structures with the same formula, charge and spin values of 89.1; 0.0; 7.0 kcal per mole.